1.
{"formula": "CH5N2S2", "method": "wB97M-V/def2-TZVPD", "charge": 1, "fmax_ha_per_bohr": 0.08491, "relative_energy_kj_mol": 162.3, "gap_ev": 8.3, "symbols": ["C", "N", "N", "S", "S", "H", "H", "H", "H", "H"], "coordinates": [[-0.98, -1.08, -0.52], [0.95, 1.19, 0.33], [-1.05, -0.43, 0.55], [-1.12, -2.65, -1.17], [-0.16, -0.90, -2.03], [1.73, 0.60, 0.48], [-0.49, 0.45, 0.62], [-1.33, -0.73, 1.52], [1.34, 2.10, 0.86], [1.10, 1.45, -0.66]]}

2.
{"formula": "C16H25N5S", "method": "wB97M-V/def2-TZVPD", "charge": 0, "fmax_ha_per_bohr": 0.02709, "smiles": "CCC(C)(C)n1nnnc1[C@H](c1cccs1)N1CCCCC1", "gap_ev": 9.2, "symbols": ["C", "C", "C", "C", "C", "N", "N", "N", "N", "C", "C", "C", "C", "C", "C", "S", "N", "C", "C", "C", "C", "C", "H", "H", "H", "H", "H", "H", "H", "H", "H", "H", "H", "H", "H", "H", "H", "H", "H", "H", "H", "H", "H", "H", "H", "H", "H"], "coordinates": [[0.81, 3.76, -1.89], [1.22, 2.41, -1.31], [1.15, 1.24, -2.32], [-0.26, 1.03, -2.89], [2.14, 1.45, -3.47], [1.57, 0.03, -1.61], [2.69, -0.61, -1.98], [2.85, -1.59, -1.20], [1.89, -1.65, -0.30], [1.08, -0.65, -0.54], [-0.13, -0.30, 0.27], [0.28, 0.54, 1.45], [-0.49, 1.46, 2.11], [0.17, 2.03, 3.22], [1.43, 1.54, 3.38], [1.83, 0.37, 2.19], [-0.87, -1.50, 0.63], [-2.26, -1.25, 0.98], [-3.03, -2.56, 0.98], [-2.41, -3.53, 1.99], [-0.93, -3.70, 1.66], [-0.25, -2.34, 1.64], [-0.21, 3.72, -2.27], [1.47, 4.07, -2.69], [0.85, 4.51, -1.11], [2.25, 2.48, -0.95], [0.58, 2.19, -0.46], [-0.35, 0.03, -3.30], [-1.03, 1.18, -2.14], [-0.43, 1.74, -3.69], [1.85, 2.32, -4.05], [2.14, 0.58, -4.12], [3.14, 1.59, -3.09], [-0.81, 0.29, -0.35], [-1.48, 1.73, 1.80], [-0.27, 2.78, 3.85], [2.15, 1.80, 4.13], [-2.69, -0.57, 0.23], [-2.35, -0.77, 1.97], [-4.08, -2.37, 1.23], [-2.98, -3.00, -0.02], [-2.93, -4.49, 1.95], [-2.52, -3.12, 3.00], [-0.83, -4.16, 0.68], [-0.45, -4.34, 2.40], [0.81, -2.46, 1.37], [-0.32, -1.88, 2.64]]}

3.
{"formula": "C3H8N2O2", "method": "wB97M-V/def2-TZVPD", "charge": 0, "fmax_ha_per_bohr": 0.00958, "smiles": "O=C1NCCO1.N", "relative_energy_kj_mol": 29.4, "gap_ev": 10.5, "symbols": ["O", "C", "N", "C", "C", "O", "H", "H", "H", "H", "H", "N", "H", "H", "H"], "coordinates": [[0.01, 2.11, -0.01], [-0.52, 1.02, -0.07], [-0.02, -0.13, -0.62], [-0.91, -1.25, -0.46], [-2.01, -0.63, 0.43], [-1.77, 0.78, 0.41], [1.00, -0.19, -0.67], [-0.43, -2.10, 0.03], [-1.31, -1.59, -1.43], [-1.95, -0.98, 1.46], [-3.02, -0.81, 0.05], [2.62, 0.72, 0.08], [2.15, 1.59, -0.15], [3.61, 0.82, -0.14], [2.56, 0.64, 1.09]]}

4.
{"formula": "C22H48BrN5O6", "method": "wB97M-V/def2-TZVPD", "charge": 0, "fmax_ha_per_bohr": 0.07048, "gap_ev": 8.0, "symbols": ["C", "C", "C", "C", "C", "C", "C", "C", "C", "N", "C", "O", "O", "Br", "H", "H", "H", "H", "H", "H", "H", "H", "H", "H", "H", "H", "H", "H", "H", "H", "H", "H", "H", "H", "C", "O", "N", "C", "C", "H", "H", "H", "H", "H", "H", "H", "C", "O", "N", "C", "C", "H", "H", "H", "H", "H", "H", "H", "C", "O", "N", "C", "C", "H", "H", "H", "H", "H", "H", "H", "C", "O", "N", "C", "C", "H", "H", "H", "H", "H", "H", "H"], "coordinates": [[2.97, -3.73, 1.51], [2.05, -3.84, 0.19], [2.03, -2.46, -0.66], [1.45, -1.24, 0.20], [0.32, -0.38, -0.54], [-0.81, -1.31, -1.21], [-2.30, -0.73, -1.02], [-2.76, -0.90, 0.50], [-4.34, -0.84, 0.72], [-5.11, -1.80, -0.12], [-5.42, -3.04, 0.56], [-5.12, -3.35, 1.71], [-6.12, -4.03, -0.24], [-4.73, -4.85, -1.17], [2.35, -3.57, 2.47], [3.83, -3.00, 1.40], [3.45, -4.77, 1.64], [0.99, -4.16, 0.47], [2.56, -4.62, -0.47], [1.54, -2.61, -1.67], [3.14, -2.24, -0.87], [2.34, -0.57, 0.48], [0.99, -1.62, 1.18], [0.74, 0.33, -1.33], [-0.14, 0.31, 0.26], [-0.53, -1.47, -2.30], [-0.75, -2.32, -0.66], [-3.02, -1.35, -1.67], [-2.37, 0.36, -1.39], [-2.32, -1.84, 0.95], [-2.33, -0.01, 1.08], [-4.68, 0.21, 0.40], [-4.54, -0.91, 1.83], [-5.98, -1.32, -0.41], [-0.14, -0.15, -4.90], [0.35, 0.73, -4.22], [-1.29, -0.04, -5.62], [-1.81, -1.14, -6.40], [-2.01, 1.22, -5.61], [0.33, -1.15, -4.98], [-1.87, -0.84, -7.45], [-2.81, -1.39, -6.04], [-1.17, -2.02, -6.32], [-1.35, 2.01, -5.98], [-2.29, 1.46, -4.58], [-2.90, 1.16, -6.23], [-0.25, 5.26, -6.89], [-0.16, 4.16, -7.39], [0.35, 5.65, -5.73], [0.19, 6.99, -5.20], [1.17, 4.70, -5.01], [-0.86, 6.06, -7.35], [1.17, 7.46, -5.12], [-0.26, 6.92, -4.20], [-0.46, 7.59, -5.84], [1.99, 4.37, -5.66], [0.57, 3.83, -4.74], [1.58, 5.15, -4.11], [1.28, -1.82, 5.17], [1.20, -1.79, 3.95], [1.80, -2.84, 5.91], [1.85, -2.80, 7.35], [2.30, -4.02, 5.22], [0.93, -0.98, 5.79], [2.89, -2.88, 7.67], [1.28, -3.63, 7.76], [1.44, -1.86, 7.73], [3.11, -3.72, 4.55], [1.50, -4.46, 4.63], [2.68, -4.75, 5.94], [1.53, 1.96, 6.28], [1.92, 0.81, 6.32], [1.82, 2.85, 5.29], [1.31, 4.21, 5.30], [2.66, 2.42, 4.19], [0.88, 2.39, 7.06], [0.71, 4.37, 4.40], [2.16, 4.90, 5.30], [0.70, 4.39, 6.18], [2.19, 1.57, 3.68], [3.63, 2.10, 4.58], [2.81, 3.24, 3.48]]}